Entry 1:
This record from the OMol25 dataset describes 2 unconnected molecules or ions with the total composition C2HCl2O3 in a non-equilibrium geometry. The level of theory is ωB97M-V with the def2-TZVPD basis set.

Charge: -1
Electronic energy (Ha): -1223.01409
Spin multiplicity: 1
Kohn-Sham gap (eV): 9.2
HOMO (eV): -5.597

Positions of all 8 atoms, in Å:
C  -2.062  -0.929  0.081
C  0.676  -0.675  0.119
O  -2.703  -1.773  0.599
O  -2.001  0.094  -0.515
O  -0.252  -1.541  0.252
Cl  1.960  -0.645  1.583
Cl  1.679  -0.883  -1.261
H  0.178  0.331  0.184



Entry 2:
This record from the OMol25 dataset describes a molecular structure, C2HCl3OS in a non-equilibrium geometry. The level of theory is ωB97M-V with the def2-TZVPD basis set.

Electronic energy (Ha): -1930.68448
Spin multiplicity: 1
Kohn-Sham gap (spin up / spin down) (eV): 7.2 / 7.2
HOMO (spin up / spin down) (eV): -8.404 / -8.405

Positions of all 8 atoms, in Å:
C  -1.288  -0.054  0.505
C  0.891  0.407  -0.271
O  -1.470  -0.216  1.644
S  1.203  -1.057  -1.119
Cl  1.859  0.700  1.111
Cl  0.853  1.762  -1.320
Cl  -0.363  -2.136  -0.223
H  -1.684  0.593  -0.327



Entry 3:
This record from the OMol25 dataset describes C2HClF2 in the gas phase in a non-equilibrium geometry. The level of theory is ωB97M-V with the def2-TZVPD basis set.

Electronic energy (Ha): -736.68057
Spin multiplicity: 1
Kohn-Sham gap (eV): 10.3
HOMO (eV): -9.389
Structure (SMILES): FC(F)=CCl

Positions of all 6 atoms, in Å:
F  1.418  0.692  0.865
C  0.265  0.208  0.541
F  -0.366  -0.275  1.541
C  -0.177  -0.087  -0.661
Cl  -1.624  -0.862  -0.734
H  0.484  0.324  -1.552



Entry 4:
This record from the OMol25 dataset describes 2 unconnected molecules or ions with the total composition C2HClN2O in a non-equilibrium geometry. The level of theory is ωB97M-V with the def2-TZVPD basis set.

Electronic energy (Ha): -721.61727
Spin multiplicity: 1
Kohn-Sham gap (eV): 10.3
HOMO (eV): -10.320
Structure (SMILES): N#CC#[N+][O-].Cl

Positions of all 7 atoms, in Å:
N  -1.672  2.807  0.029
C  -1.755  1.679  -0.141
C  -1.983  0.356  -0.151
N  -2.761  -0.520  -0.027
O  -3.403  -1.531  0.028
Cl  0.272  -0.533  -1.030
H  0.498  0.746  -1.018



Entry 5:
This record from the OMol25 dataset describes 2 unconnected molecules or ions with the total composition C2HClN2O in a non-equilibrium geometry. The level of theory is ωB97M-V with the def2-TZVPD basis set.

Electronic energy (Ha): -721.59574
Spin multiplicity: 1
Kohn-Sham gap (eV): 9.8
HOMO (eV): -10.111
Structure (SMILES): [O-][N+]#CCl.C#N

Positions of all 7 atoms, in Å:
O  -1.985  -1.306  1.732
N  -1.614  -0.501  0.930
C  -1.373  0.122  -0.053
Cl  -0.909  1.560  -0.597
C  1.948  0.097  -0.703
N  2.238  -0.555  -1.570
H  1.696  0.584  0.261



Entry 6:
This record from the OMol25 dataset describes C2HClN2O in the gas phase in a non-equilibrium geometry. The level of theory is ωB97M-V with the def2-TZVPD basis set.

Electronic energy (Ha): -721.70893
Spin multiplicity: 1
Kohn-Sham gap (eV): 11.5
HOMO (eV): -10.815
Structure (SMILES): Clc1ncno1

Positions of all 7 atoms, in Å:
Cl  -1.214  -0.185  -1.474
C  -0.092  -0.097  -0.188
N  1.166  -0.462  -0.182
C  1.577  -0.027  1.015
N  0.688  0.547  1.786
O  -0.476  0.440  0.946
H  2.565  -0.218  1.299



Entry 7:
This record from the OMol25 dataset describes 2 unconnected molecules or ions with the total composition C2HClN2O2 in a non-equilibrium geometry. The level of theory is ωB97M-V with the def2-TZVPD basis set.

Electronic energy (Ha): -796.88695
Spin multiplicity: 1
Kohn-Sham gap (eV): 8.9
HOMO (eV): -9.257

Positions of all 8 atoms, in Å:
C  -0.649  0.385  0.321
C  -0.302  -1.611  -0.275
N  0.373  1.007  0.230
N  1.521  1.314  0.304
O  0.332  -1.873  0.650
O  -0.916  -1.698  -1.247
Cl  -2.279  0.617  0.515
H  1.919  1.859  -0.498



Entry 8:
This record from the OMol25 dataset describes 2 unconnected molecules or ions with the total composition C2HClN2OS in a non-equilibrium geometry. The level of theory is ωB97M-V with the def2-TZVPD basis set.

Electronic energy (Ha): -1119.85064
Spin multiplicity: 1
Kohn-Sham gap (eV): 9.3
HOMO (eV): -9.348
Structure (SMILES): N#[N+][S-].O=C=CCl

Positions of all 8 atoms, in Å:
N  -2.473  -0.484  1.843
N  -2.232  -0.845  0.809
S  -1.779  -1.427  -0.527
O  1.067  -1.328  0.085
C  1.353  -0.229  -0.191
C  1.434  0.936  -0.778
Cl  0.325  2.142  -0.140
H  2.306  1.236  -1.099



Entry 9:
This record from the OMol25 dataset describes a molecular structure, C2HClNO4 in a non-equilibrium geometry. The level of theory is ωB97M-V with the def2-TZVPD basis set.

Charge: -1
Electronic energy (Ha): -892.76135
Spin multiplicity: 1
Kohn-Sham gap (eV): 8.6
HOMO (eV): -4.878

Positions of all 9 atoms, in Å:
C  0.931  -1.160  -0.133
C  -2.654  0.384  0.272
N  2.033  -0.702  0.024
O  -3.036  0.501  -0.795
O  0.080  -1.982  -0.019
O  -2.338  0.328  1.405
O  2.767  0.425  -0.150
Cl  -0.078  0.908  -0.443
H  2.295  1.299  -0.160



Entry 10:
This record from the OMol25 dataset describes 2 unconnected molecules or ions with the total composition C2HF2N in a non-equilibrium geometry. The level of theory is ωB97M-V with the def2-TZVPD basis set.

Electronic energy (Ha): -331.09733
Spin multiplicity: 1
Kohn-Sham gap (spin up / spin down) (eV): 9.5 / 9.6
HOMO (spin up / spin down) (eV): -9.384 / -10.877

Positions of all 6 atoms, in Å:
C  0.164  -1.411  0.278
C  0.097  -0.022  0.242
N  0.228  -2.585  0.363
F  0.210  0.703  1.281
F  0.124  0.758  -0.847
H  -0.823  2.557  -1.317



Entry 11:
This record from the OMol25 dataset describes a gas-phase ion, C2HF2O4S (charge -1) in a non-equilibrium geometry. The level of theory is ωB97M-V with the def2-TZVPD basis set.

Charge: -1
Electronic energy (Ha): -975.75395
Spin multiplicity: 1
Kohn-Sham gap (eV): 9.0
HOMO (eV): -5.196

Positions of all 10 atoms, in Å:
C  -0.268  0.173  -0.741
C  -1.468  -0.784  -0.651
O  1.688  -0.064  0.903
O  -1.647  -1.873  -1.092
O  2.822  -1.632  -0.689
O  0.771  0.025  -1.549
F  -0.838  1.472  -1.007
F  -2.457  -0.074  -0.084
S  2.351  -0.285  -0.367
H  0.090  0.355  0.447



Entry 12:
This record from the OMol25 dataset describes C2HF3O2 in the gas phase in a non-equilibrium geometry. The level of theory is ωB97M-V with the def2-TZVPD basis set.

Electronic energy (Ha): -526.87710
Spin multiplicity: 1
Kohn-Sham gap (eV): 11.9
HOMO (eV): -11.388
Structure (SMILES): O=C(F)C(O)(F)F

Positions of all 8 atoms, in Å:
O  -3.133  0.519  0.350
C  -2.294  0.782  1.113
F  -2.424  1.427  2.250
C  -0.494  0.372  0.898
O  -0.316  -0.210  -0.269
F  0.221  1.500  1.084
F  -0.188  -0.427  1.959
H  0.608  -0.480  -0.412



Entry 13:
This record from the OMol25 dataset describes C2HF3S in the gas phase in a non-equilibrium geometry. The level of theory is ωB97M-V with the def2-TZVPD basis set.

Electronic energy (Ha): -774.50588
Spin multiplicity: 1
Kohn-Sham gap (eV): 10.1
HOMO (eV): -9.481
Structure (SMILES): F[C@@H]1SC1(F)F

Positions of all 7 atoms, in Å:
F  1.280  -1.037  -1.113
C  0.144  -0.839  -0.513
S  -0.997  0.479  -1.067
C  -0.103  0.733  0.429
F  0.737  1.783  0.562
F  -0.728  0.470  1.556
H  -0.334  -1.589  0.146



Entry 14:
This record from the OMol25 dataset describes 2 unconnected molecules or ions with the total composition C2HF5NO in a non-equilibrium geometry. The level of theory is ωB97M-V with the def2-TZVPD basis set.

Charge: -1
Electronic energy (Ha): -706.09371
Spin multiplicity: 1
Kohn-Sham gap (spin up / spin down) (eV): 7.3 / 7.3
HOMO (spin up / spin down) (eV): -3.235 / -3.234

Positions of all 10 atoms, in Å:
C  -0.011  -0.422  -0.407
C  0.223  -0.199  1.058
N  0.127  0.700  -1.106
O  0.368  0.909  -2.374
F  -1.813  -0.892  -0.158
F  0.488  -1.532  -0.967
F  -0.552  0.830  1.461
F  -0.045  -1.205  1.912
F  1.497  0.322  1.363
H  -0.282  1.489  -0.782



Entry 15:
This record from the OMol25 dataset describes a molecular structure, C2HF6NO4PtS2 in a non-equilibrium geometry. The level of theory is ωB97M-V with the def2-TZVPD basis set.

Electronic energy (Ha): -1947.05872
<S²>: 2.012
Spin multiplicity: 3
Kohn-Sham gap (spin up / spin down) (eV): 6.6 / 7.1
HOMO (spin up / spin down) (eV): -8.493 / -10.311

Positions of all 17 atoms, in Å:
N  0.023  0.261  -0.330
S  0.325  0.785  1.202
O  0.089  2.218  1.169
O  -0.323  -0.043  2.203
C  2.199  0.555  1.197
F  2.727  1.610  1.811
F  2.769  -0.377  -0.165
F  2.407  -0.443  2.059
S  -0.795  -1.073  -0.716
O  -0.821  -2.203  0.182
O  -0.305  -1.231  -2.119
C  -2.572  -0.494  -0.911
F  -3.117  -0.363  0.275
F  -2.585  0.651  -1.558
F  -3.198  -1.418  -1.611
H  2.113  1.355  -0.745
Pt  1.063  0.211  -1.944



Entry 16:
This record from the OMol25 dataset describes 2 unconnected molecules or ions with the total composition C2HFI2 in a non-equilibrium geometry. The level of theory is ωB97M-V with the def2-TZVPD basis set.

Electronic energy (Ha): -771.96930
Spin multiplicity: 1
Kohn-Sham gap (eV): 9.2
HOMO (eV): -9.250
Structure (SMILES): IC#CI.F

Positions of all 6 atoms, in Å:
I  -0.618  2.670  0.597
C  -0.913  0.689  0.256
C  -0.986  -0.502  0.197
I  -1.632  -2.389  0.327
F  2.186  -0.506  -0.331
H  1.964  0.038  -1.046



Entry 17:
This record from the OMol25 dataset describes C2HFI2O in the gas phase in a non-equilibrium geometry. The level of theory is ωB97M-V with the def2-TZVPD basis set.

Electronic energy (Ha): -847.20573
Spin multiplicity: 1
Kohn-Sham gap (spin up / spin down) (eV): 6.9 / 7.1
HOMO (spin up / spin down) (eV): -9.117 / -9.607

Positions of all 7 atoms, in Å:
C  -1.304  0.247  -0.050
C  -0.198  -0.650  -0.185
O  -2.345  0.154  -0.655
F  -0.154  -1.594  -1.119
I  3.672  1.278  0.296
I  1.456  -0.446  0.978
H  -1.127  1.010  0.735



Entry 18:
This record from the OMol25 dataset describes 2 unconnected molecules or ions with the total composition C2HFIN in a non-equilibrium geometry. The level of theory is ωB97M-V with the def2-TZVPD basis set.

Electronic energy (Ha): -528.98775
Spin multiplicity: 1
Kohn-Sham gap (eV): 8.8
HOMO (eV): -10.225

Positions of all 6 atoms, in Å:
C  -1.470  0.711  1.101
C  1.315  -0.772  -0.403
N  -2.501  1.177  1.358
F  1.799  -1.888  -0.793
I  1.385  0.493  -2.055
H  -0.527  0.278  0.792



Entry 19:
This record from the OMol25 dataset describes a molecular structure, C2HFKO2 in a non-equilibrium geometry. The level of theory is ωB97M-V with the def2-TZVPD basis set.

Charge: +1
Electronic energy (Ha): -926.85156
Spin multiplicity: 1
Kohn-Sham gap (eV): 10.6
HOMO (eV): -14.661

Positions of all 7 atoms, in Å:
O  1.012  -0.083  -0.667
C  0.920  -0.459  0.779
C  -0.075  0.214  -0.021
O  -1.215  0.502  -0.260
K  -3.123  1.542  -2.240
F  0.852  -1.764  0.973
H  1.628  0.049  1.436



Entry 20:
This record from the OMol25 dataset describes 2 unconnected molecules or ions with the total composition C2HFN2O2 in a non-equilibrium geometry. The level of theory is ωB97M-V with the def2-TZVPD basis set.

Electronic energy (Ha): -436.37792
Spin multiplicity: 1
Kohn-Sham gap (spin up / spin down) (eV): 9.1 / 8.1
HOMO (spin up / spin down) (eV): -10.195 / -10.614

Positions of all 8 atoms, in Å:
C  -1.235  -0.197  -0.460
C  -0.883  1.069  0.097
N  0.001  -0.017  0.217
N  1.105  -0.475  0.742
O  -1.837  -1.051  -1.011
O  -0.942  2.220  0.358
F  1.244  -1.806  0.410
H  2.548  0.257  -0.353